C38H58IN8O5PS | ωB97M-V/def2-TZVPD

Its total charge is 0. Its SMILES is [H]/N=C(/C)C[C@@H](OC)[C@@](CCCCN/C(N)=N/[H])(COO)O[C@@](S)([C@H](C)CCC)P(O)I.c1ccncc1.c1ccncc1.c1ccncc1.c1ccncc1. The value obtained for the LUMO energy is -0.43 eV. The energy is -3333.72870 a.u.

Last column: Mulliken charge in e.
Geometry (Å):
H1 -2.41333 2.72763 2.23649  0.289
N1 -2.11894 2.13269 3.06105  -0.613
C1 -0.78398 1.83675 2.91360  0.510
C2 -0.08271 0.95593 4.12505  -0.800
C3 0.16478 2.34692 1.64296  -0.518
C4 -0.46749 2.02655 0.16925  -0.481
O1 0.15859 2.89009 -0.88702  -0.173
C5 -0.82383 3.86377 -1.40328  -0.649
C6 -0.42549 0.40734 -0.25008  0.756
C7 -2.00195 -0.07309 0.09895  -1.026
C8 -2.10188 -1.64745 0.54669  0.287
C9 -3.71500 -1.91738 0.89787  0.023
C10 -4.14607 -3.49712 0.79574  -0.719
N2 -4.17359 -4.23834 2.11651  -0.333
C11 -5.29472 -3.77814 3.02358  0.400
N3 -4.94264 -2.79828 4.15985  -0.700
N4 -6.60929 -4.17719 2.96790  -0.654
H2 -7.10780 -3.65524 3.74961  0.285
C12 -0.35245 0.25505 -1.87472  -0.454
O2 -0.94981 -1.02157 -2.39182  0.103
O3 -1.20775 -0.72386 -3.65632  -0.624
O4 0.37945 -0.43802 0.56621  -0.114
C13 1.79315 -0.56311 0.33378  -0.163
S1 2.47852 -0.58752 2.14343  -0.122
C14 2.11958 -2.07250 -0.15595  0.508
C15 1.93106 -2.47282 -1.70647  -1.093
C16 1.25268 -3.21946 0.70399  -0.296
C17 2.21175 -4.53741 1.08100  -0.643
C18 2.84370 -4.29417 2.57360  -0.582
P1 2.74725 0.88755 -0.41054  0.508
O5 4.18690 1.16997 0.60511  -0.301
I1 3.79638 0.45477 -2.60212  -0.210
H3 -0.49003 1.35285 5.17329  0.370
H4 1.07479 1.20310 4.13409  0.182
H5 -0.32247 -0.17952 3.97490  0.059
H6 1.27271 2.00870 1.80386  0.036
H7 0.17752 3.53714 1.74428  0.396
H8 -1.60001 2.40436 0.20782  0.593
H9 -1.72966 3.32418 -1.94401  0.252
H10 -0.29750 4.60316 -2.16866  0.233
H11 -1.29897 4.49594 -0.53214  0.242
H12 -2.46950 0.55906 0.97380  -0.213
H13 -2.70915 0.12440 -0.84300  0.357
H14 -1.53673 -1.89872 1.56495  -0.094
H15 -1.83451 -2.38703 -0.32508  0.018
H16 -4.43398 -1.24327 0.26681  0.389
H17 -3.81467 -1.62360 2.05082  -0.095
H18 -5.26382 -3.51830 0.38092  0.334
H19 -3.50516 -4.13594 0.05307  0.245
H20 -3.22815 -4.19177 2.60025  0.312
H21 -3.91034 -2.66400 4.08585  0.314
H22 -5.36162 -1.87451 3.85522  0.300
H23 -1.01573 1.10785 -2.38381  0.285
H24 0.70557 0.35097 -2.35621  0.018
H25 -1.23790 -1.58684 -4.19141  0.288
H26 1.42485 -1.10934 2.93626  0.027
H27 3.25468 -2.29446 0.14195  0.588
H28 1.22461 -3.41077 -1.92267  0.287
H29 2.99839 -2.82484 -2.11386  0.193
H30 1.58111 -1.64046 -2.44518  0.188
H31 0.36908 -3.68522 0.04934  0.238
H32 0.72796 -2.78809 1.65442  -0.122
H33 1.45511 -5.46043 1.10419  0.305
H34 2.98988 -4.78333 0.24243  0.284
H35 1.96664 -3.98288 3.31437  0.156
H36 3.46312 -5.22108 2.98359  0.351
H37 3.53295 -3.32289 2.49098  0.026
H38 4.26292 2.14649 0.81882  0.267
C19 7.53524 -0.93794 3.19631  -0.456
C20 6.70576 -0.26006 2.30923  0.021
C21 7.28701 0.61847 1.40896  -0.458
N5 8.61495 0.85884 1.34445  -0.474
C22 9.39470 0.18738 2.21944  -0.302
C23 8.90734 -0.71303 3.15307  -0.313
H39 7.11609 -1.63553 3.91557  0.391
H40 5.63246 -0.41238 2.31820  0.369
H41 6.68224 1.16889 0.69416  0.538
H42 10.45780 0.39979 2.14876  0.348
H43 9.58062 -1.22599 3.83044  0.361
C24 7.82567 4.13394 -3.15642  -0.380
C25 7.66602 5.38520 -3.74238  -0.300
C26 6.43731 5.69460 -4.30336  -0.251
N6 5.38377 4.84892 -4.31809  -0.541
C27 5.56944 3.64078 -3.74329  -0.044
C28 6.75839 3.24173 -3.15417  -0.154
H44 8.77389 3.85612 -2.70547  0.384
H45 8.47859 6.10257 -3.76145  0.358
H46 6.26211 6.65967 -4.76983  0.352
H47 4.70844 2.97877 -3.77017  0.232
H48 6.85058 2.25931 -2.70515  0.303
C29 -6.95989 3.89144 3.09945  -0.217
C30 -5.82250 3.09439 3.17401  -0.657
C31 -5.56830 2.21556 2.13324  -0.147
N7 -6.36416 2.08425 1.04940  -0.378
C32 -7.46196 2.87000 1.00594  -0.248
C33 -7.79813 3.78049 1.99484  -0.365
H49 -7.19142 4.59309 3.89552  0.371
H50 -5.14979 3.15621 4.02188  0.400
H51 -4.69161 1.57449 2.14353  0.507
H52 -8.08625 2.74387 0.12579  0.361
H53 -8.69179 4.38781 1.90664  0.357
C34 -5.82481 -1.57529 -5.46102  -0.178
C35 -5.30770 -0.88931 -6.55487  -0.361
C36 -3.97632 -1.08786 -6.88375  -0.225
N8 -3.14782 -1.90768 -6.20048  -0.530
C37 -3.67784 -2.55873 -5.14234  -0.096
C38 -4.99687 -2.42832 -4.73853  -0.531
H54 -6.86424 -1.44617 -5.17367  0.368
H55 -5.92650 -0.21653 -7.13772  0.357
H56 -3.52697 -0.57773 -7.73081  0.363
H57 -2.99100 -3.20967 -4.60864  0.472
H58 -5.36965 -2.97761 -3.88146  0.382